No. 1
DFT (ωB97M-V/def2-TZVPD) results for a single C15H25NO3 molecule.

SMILES	CCOc1cccc(OCCCNCCCOC)c1
HOMO	-8.07	eV
total charge	0

Cartesian coordinates (Å):
C1 5.878 3.447 0.378
C2 5.900 1.950 -0.017
O1 4.556 1.655 0.103
C3 4.120 0.231 -0.119
C4 4.978 -0.916 -0.610
C5 4.421 -2.114 -0.603
C6 3.053 -2.455 -0.327
C7 2.223 -1.301 -0.248
C8 2.656 -0.008 -0.022
H1 2.098 0.732 0.348
O2 0.888 -1.508 0.028
C9 -0.120 -0.647 0.281
C10 -1.345 -1.624 0.348
C11 -2.460 -0.384 0.919
N1 -3.807 -1.081 0.878
H2 -3.807 -1.920 1.720
C12 -4.437 -1.553 -0.189
C13 -5.146 -0.201 -0.785
C14 -6.050 0.569 0.008
O3 -6.832 1.650 -0.329
C15 -6.066 2.765 -0.540
H3 -6.807 3.682 -0.557
H4 -5.592 3.072 0.597
H5 -5.273 2.773 -1.013
H6 -6.958 -0.092 0.001
H7 -5.593 0.716 1.024
H8 -5.575 -0.605 -1.812
H9 -4.299 0.753 -1.113
H10 -3.883 -1.894 -0.869
H11 -5.231 -2.145 0.062
H12 -2.216 0.067 1.807
H13 -2.572 0.324 0.037
H14 -1.268 -2.219 1.202
H15 -1.610 -2.003 -0.538
H16 -0.084 0.000 -0.356
H17 0.282 -0.106 1.397
H18 2.794 -3.320 -0.816
H19 5.167 -2.785 -0.671
H20 5.985 -0.492 -0.575
H21 5.973 1.893 -0.944
H22 6.462 1.316 0.842
H23 6.714 3.863 0.430
H24 5.096 3.959 -0.363
H25 5.437 3.494 1.334

---

No. 2
DFT (ωB97M-V/def2-TZVPD) results for 4 unconnected molecules or ions with the total composition C8H24O8.

SMILES	OCCO.OCCO.OCCO.OCCO
HOMO	-9.27	eV
total charge	0

Cartesian coordinates (Å):
C1 -6.092 -3.317 31.579
C2 -5.694 -4.097 30.320
O1 -6.787 -4.037 29.399
O2 -7.138 -3.973 32.250
H1 -6.597 -2.377 31.354
H2 -5.352 -3.213 32.373
H3 -5.308 -5.037 30.713
H4 -4.905 -3.495 29.870
H5 -7.558 -4.483 29.756
H6 -7.379 -3.444 33.014
C3 -7.111 -2.651 21.555
C4 -6.602 -4.106 21.987
O3 -7.650 -4.957 22.448
O4 -7.120 -1.716 22.636
H7 -8.011 -2.489 20.963
H8 -6.298 -2.414 20.868
H9 -5.827 -4.174 22.751
H10 -6.162 -4.597 21.119
H11 -7.627 -4.886 23.405
H12 -7.993 -1.787 23.029
C5 -6.569 -6.369 26.075
C6 -7.680 -6.706 26.938
O5 -8.006 -8.068 26.863
O6 -7.105 -6.161 24.793
H13 -5.779 -7.106 26.217
H14 -6.363 -5.410 26.550
H15 -8.622 -6.174 26.802
H16 -7.310 -6.574 27.955
H17 -8.332 -8.398 27.704
H18 -7.673 -6.920 24.647
C7 -10.292 -10.613 26.593
C8 -10.496 -10.472 28.161
O7 -10.441 -9.138 28.620
O8 -11.299 -10.359 25.684
H19 -10.120 -11.688 26.543
H20 -9.348 -10.144 26.314
H21 -10.044 -11.374 28.574
H22 -11.545 -10.601 28.428
H23 -11.283 -8.699 28.481
H24 -11.806 -9.544 25.699

---

No. 3
DFT (ωB97M-V/def2-TZVPD) results for a molecular structure, C3H4BrN3.

HOMO	-9.28	eV
total charge	0

Cartesian coordinates (Å):
C1 0.934 0.754 0.285
C2 0.933 -0.607 0.683
C3 -0.167 0.876 -0.448
N1 -0.253 -1.176 0.332
N2 -0.960 -0.250 -0.301
N3 -2.148 -0.565 -0.935
Br1 -3.622 -0.049 0.173
H1 1.876 1.442 0.423
H2 1.662 -1.293 1.313
H3 -0.540 1.695 -0.962
H4 -2.328 -1.893 -0.997

---

No. 4
DFT (ωB97M-V/def2-TZVPD) results for a single C5H11NO4 molecule.

SMILES	CC(C)NC(O)(O)C(=O)O
HOMO	-9.75	eV
total charge	0

Cartesian coordinates (Å):
C1 -1.230 0.421 -0.905
C2 0.530 -0.133 0.692
C3 0.486 -1.328 1.636
C4 1.452 0.982 1.183
N1 -0.840 0.352 0.467
C5 -0.406 -0.706 -1.577
O1 -2.577 0.131 -1.122
O2 -0.941 1.690 -1.425
O3 0.769 -0.196 -2.193
O4 -0.655 -1.871 -1.558
H1 -3.050 0.120 -0.287
H2 -1.185 1.722 -2.355
H3 1.192 -0.908 -2.699
H4 -1.018 1.237 0.929
H5 1.028 -0.417 -0.326
H6 0.093 -1.032 2.607
H7 -0.174 -2.093 1.236
H8 1.482 -1.741 1.781
H9 2.471 0.615 1.291
H10 1.454 1.805 0.470
H11 1.120 1.350 2.155

---

No. 5
DFT (ωB97M-V/def2-TZVPD) results for a single C2N4OS molecule.

HOMO (spin up / spin down)	-10.00 / -9.80	eV
total charge	0

Cartesian coordinates (Å):
C1 -0.655 1.017 0.626
C2 -0.515 -1.332 -0.354
N1 0.172 1.998 0.880
N2 1.306 1.540 0.445
N3 1.254 0.357 -0.063
N4 -0.011 -0.017 0.026
O1 -0.558 -2.215 0.442
S1 -0.992 -1.348 -2.003

---

Electronic energy? In order: -866.5155; -920.9538; -2854.8486; -552.8284; -768.3830 hartree.